Computed, not measured: a structure of composition C6H60NO24, with ωB97M-V with the def2-TZVPD basis set.

Summary:
**Molar mass**: 530.53 u
**Total charge**: +1
**Electronic energy**: -57805.451 eV
**2S+1**: 1
**HOMO energy**: -12.25 eV
**ΔE to the lowest compared entry with this formula, charge and spin**: 730.32 kJ/mol

Geometry as XYZ:
```
91
Properties=species:S:1:pos:R:3:forces:R:3:lowdin_charge:R:1
C -3.7430 -1.6966 3.1030 0.650 0.508 0.036 -0.062
O -2.6490 -1.8296 2.2240 -0.146 -1.567 -1.468 -0.172
C -2.6050 -0.8456 1.2490 0.251 -0.909 -0.400 -0.202
C -1.3270 -1.0286 0.3960 1.258 -4.596 0.093 -0.109
N -1.2540 -0.0376 -0.6060 4.241 4.345 1.739 0.055
H -2.0920 -0.0536 -1.0390 -3.317 0.009 -2.879 0.056
H -1.3020 0.8734 -0.0990 0.193 -0.061 -0.220 0.108
C -0.0160 0.0554 -1.5140 -0.595 -3.772 6.029 -0.041
C 1.2710 0.4994 -0.9340 3.940 -1.933 2.672 -0.153
O 2.2750 0.2344 -1.9220 1.166 -1.153 0.746 -0.170
C 3.5890 0.4474 -1.3240 -6.176 6.067 -0.866 -0.083
H -4.6540 -1.2746 2.6790 -0.158 -0.455 -0.447 0.094
H -3.4310 -0.9916 3.8440 -0.037 0.364 0.997 0.068
H -3.8310 -2.6776 3.5110 -0.705 -0.448 0.541 0.090
H -2.4380 -0.0306 1.8330 0.515 3.547 1.323 0.078
H -3.6070 -0.6296 0.7530 1.226 -0.799 -0.218 0.156
H -1.4320 -1.9216 -0.2720 -0.113 -0.075 1.191 0.114
H -0.2760 -1.2336 0.9020 -2.520 0.979 -0.411 0.176
H -0.2500 0.4884 -2.3180 -2.094 4.837 -5.891 0.043
H -0.0580 -0.9036 -1.9170 1.309 -2.337 -0.116 0.105
H 1.7690 -0.0126 0.0840 -2.373 0.855 -2.257 0.186
H 1.4960 1.5214 -0.7620 -1.244 1.562 0.550 0.099
H 4.2720 0.4724 -1.9810 3.998 -0.711 -6.271 -0.011
H 4.0750 -0.0386 -0.6500 0.926 -4.485 4.990 0.031
H 3.8880 1.5324 -1.0500 -2.705 -1.448 0.030 0.118
O -0.8940 -4.5146 0.6900 -4.259 0.166 -3.073 -0.083
H -1.9670 -4.4236 0.6190 4.035 -0.137 0.511 0.117
H -0.5960 -4.4366 1.5570 0.235 0.149 2.535 0.003
O 4.7310 -2.4816 -2.9240 -1.137 2.139 -6.048 -0.073
H 4.3330 -2.4016 -2.1170 -1.691 0.250 3.523 -0.051
H 4.0600 -1.8956 -3.5580 2.705 -2.424 2.538 0.138
O -5.5080 0.0464 5.4700 -10.861 -0.077 3.772 -0.066
H -4.7280 0.3754 5.3870 8.072 3.561 -0.695 -0.151
H -6.0560 0.8124 6.1190 2.587 -3.584 -2.958 0.216
O -3.1980 -3.8636 -0.9360 -5.267 -1.747 0.844 -0.115
H -3.3540 -3.0906 -1.4630 0.531 0.963 -0.698 -0.033
H -4.2850 -4.1386 -0.8410 4.712 0.722 -0.122 0.185
O 2.1750 4.3284 -1.2140 4.596 -1.325 -0.037 -0.015
H 1.4350 4.7874 -1.4040 -4.336 2.248 -0.653 -0.010
H 2.8430 4.8834 -1.6890 -0.331 -0.973 0.644 0.109
O 4.7340 0.2104 1.4750 9.977 -3.567 -1.958 0.001
H 4.9970 0.9504 2.0980 1.280 -1.470 -0.377 0.169
H 5.5320 -0.3136 1.2240 -0.498 0.403 0.409 0.149
O -3.3220 1.4904 4.9900 0.121 1.066 -1.953 -0.044
H -2.4450 1.1174 4.9510 0.654 -0.365 0.472 0.050
H -3.3450 1.9564 4.1080 -0.365 -0.509 1.491 0.082
O 4.1840 3.5594 0.6860 -0.605 -0.564 -1.434 -0.124
H 3.3090 3.7644 0.2030 2.388 -0.477 0.670 0.023
H 4.8420 3.1004 0.0390 -2.005 1.483 1.043 0.029
O 3.0890 1.0434 2.1810 -7.715 4.869 3.313 -0.022
H 3.8270 0.7984 1.7420 -1.673 -0.717 -1.835 -0.296
H 3.1050 1.9454 1.8170 -1.020 0.488 0.599 0.047
O -7.3000 0.1534 3.3810 -4.603 -2.011 -3.313 -0.106
H -6.5690 0.1934 3.9340 2.045 -1.040 2.282 -0.091
H -7.8260 -0.7506 3.2920 2.450 2.962 0.950 0.114
O -2.6800 -3.0596 6.6090 3.560 -0.456 -1.444 -0.133
H -2.9160 -3.6086 5.8210 0.193 0.610 1.009 0.026
H -1.6190 -3.0116 6.5170 -3.726 -0.142 0.433 0.111
O -1.5960 0.4024 -4.4810 -0.309 0.350 -0.579 -0.082
H -2.2200 0.2424 -5.2460 1.239 0.960 1.055 0.123
H -1.1130 1.2674 -4.5280 -1.261 -0.798 -0.380 0.101
O 5.5200 1.9494 -0.8890 1.754 0.647 1.838 -0.090
H 5.8260 1.4934 -1.6710 0.617 -0.407 -0.775 0.019
H 5.6110 1.3624 -0.1080 0.119 0.371 -0.884 0.066
O 1.0640 -3.0066 -0.6460 0.974 1.031 -0.056 -0.032
H 0.9170 -3.2566 -1.5470 0.199 -0.286 -0.914 0.035
H 0.2820 -3.3316 -0.2270 -1.067 -0.870 0.910 -0.040
O -1.2860 2.4144 0.5660 -0.071 -0.311 -1.873 -0.009
H -2.0390 2.4914 1.1430 -0.656 0.451 0.176 0.090
H -1.4520 2.8714 -0.2990 -0.235 -0.205 1.399 0.134
O 0.8160 0.1764 -5.8660 3.432 3.483 5.761 0.034
H 0.5540 -0.2006 -6.5950 -2.400 -3.220 -6.080 -0.035
H 0.1360 0.1974 -5.2070 -0.614 -0.592 0.052 -0.009
O -3.8300 0.4774 -1.8540 5.374 -5.708 0.837 0.004
H -3.8930 -0.4146 -2.3310 -0.166 1.977 0.813 0.091
H -4.5080 0.9794 -2.0700 -5.175 3.546 -1.720 -0.029
O 2.2160 2.0814 -4.0840 -0.981 1.094 -6.236 -0.070
H 2.2280 1.5814 -3.3340 0.061 -2.749 3.076 -0.083
H 1.9640 1.4924 -4.9270 0.877 1.597 3.038 0.083
O 0.4940 4.0444 1.3290 3.704 3.804 1.058 0.007
H 0.0040 3.3704 1.0450 -3.844 -3.970 -0.929 -0.119
H 1.2750 3.7704 0.8390 0.919 0.850 0.291 0.008
O 6.2140 0.5514 -3.1090 -17.926 -2.167 3.623 0.064
H 6.9260 0.6494 -3.4280 15.904 2.113 -6.892 -0.125
H 5.5570 0.5174 -3.9480 2.242 0.121 3.124 0.184
O 1.3650 -0.8086 3.2740 -1.191 -0.657 0.926 -0.039
H 1.2930 -1.7426 3.0940 -0.102 -0.531 0.170 0.023
H 1.8730 -0.4886 2.5550 1.159 1.194 -0.972 -0.041
O -2.2780 -1.9336 -3.1520 -0.640 2.567 2.837 -0.014
H -2.1910 -2.5876 -3.7840 0.453 -1.838 -2.190 0.024
H -1.9890 -1.0566 -3.4680 0.075 -0.661 -0.440 0.000
```
Forces are in eV/Å.